Density functional theory data (ωB97M-V/def2-TZVPD) for a cluster of 10 separate species, C5H32N2O9 in total at a distorted geometry.

As for the charge: 0. Its energy above the lowest of the compared OMol25 structures with the same formula, charge and spin is 81.6 kcal/mol. The calculation puts the maximum force at 7.06 eV/A. For the HOMO-LUMO gap, the calculation gives 9.79 eV.

Last column: Löwdin charge in e.
CARTESIAN COORDINATES (ANGSTROEM)
C -0.05923 -2.94725 1.25807  -0.10
C 0.95853 -1.91133 0.87635  -0.18
C 1.18023 -1.76140 -0.75257  -0.39
C 1.67883 -3.09889 -1.33877  -0.05
N 1.99879 -0.55492 -0.97961  -0.09
C 1.71032 0.39641 -2.06282  -0.28
N 2.50603 1.56261 -1.72285  0.02
H -0.44814 -3.49120 0.49013  0.03
H 0.33313 -3.77320 1.80057  0.07
H -0.95205 -2.56813 1.77358  0.09
H 0.60496 -0.91814 1.34923  0.10
H 2.03018 -1.97482 1.20288  0.12
H 0.20365 -1.61607 -1.15725  0.08
H 1.02686 -3.92973 -1.21512  0.06
H 2.09659 -3.17455 -2.32044  0.07
H 2.46268 -3.20683 -0.55571  0.09
H 3.03960 -0.92066 -1.09429  0.17
H 1.92461 0.10788 -3.15890  0.13
H 0.58963 0.47626 -1.89717  0.11
H 3.43143 1.37821 -1.66693  0.02
H 2.33622 2.11540 -0.86780  0.07
O 1.41607 1.31319 1.17654  -0.13
H 1.84652 0.62510 0.56011  0.06
H 0.55071 1.19016 0.77333  -0.02
O 1.22285 1.07337 3.81398  -0.15
H 1.28297 0.23043 4.37034  0.08
H 1.59638 0.89797 2.85771  0.05
O -3.38891 0.87535 0.99913  -0.05
H -2.50589 1.32991 0.79447  0.08
H -3.91144 1.52618 1.45274  0.06
O -1.98583 2.93630 -1.38194  0.02
H -1.43018 3.45899 -0.79545  0.01
H -2.51518 3.35160 -1.92136  -0.03
O -1.57162 -2.07323 -3.03579  -0.08
H -0.64371 -1.89322 -3.34200  0.05
H -1.55352 -3.03098 -3.25245  0.05
O -0.71043 0.90409 -0.34070  -0.02
H -1.01835 1.54054 -0.97309  0.02
H -1.05915 0.09582 -0.52274  0.02
O -0.12099 3.67834 0.26439  -0.04
H 0.54143 3.04329 0.14561  -0.02
H -0.20342 3.67949 1.28096  0.10
O -0.89791 2.77682 3.18378  -0.07
H -0.10068 2.56768 3.71783  0.03
H -0.69131 2.12825 2.50745  -0.01
O -4.64676 -1.02085 -0.06567  -0.11
H -3.87231 -1.16815 -0.63457  0.01
H -4.28219 -0.22610 0.40679  -0.04

---

Density functional theory data (ωB97M-V/def2-TZVPD) for a cluster of 11 separate species, C5H32O11 in total at a distorted geometry.

As for the charge: 0. Its energy above the lowest of the compared OMol25 structures with the same formula, charge and spin is 85.6 kcal/mol. The calculation puts the maximum force at 1.84 eV/A. For the HOMO-LUMO gap, the calculation gives 9.78 eV.

Last column: Löwdin charge in e.
CARTESIAN COORDINATES (ANGSTROEM)
C 3.63733 1.17598 -0.63532  -0.18
O 3.93932 0.39595 0.50113  -0.11
H 2.78580 1.85795 -0.48109  0.07
H 4.46938 1.78437 -1.00174  0.08
H 3.29061 0.54983 -1.45924  0.06
H 4.53576 0.90617 1.05535  0.08
C -2.90681 -2.97111 -0.62736  -0.15
O -3.24243 -2.95172 -2.00792  -0.11
H -3.60502 -3.57378 -0.05320  0.09
H -1.88197 -3.33343 -0.52322  0.06
H -2.97243 -1.97603 -0.18339  0.06
H -2.50440 -2.51341 -2.43678  0.03
C 0.38402 0.30050 0.05735  -0.07
O -0.53334 -0.81531 -0.05886  -0.18
H -0.18018 1.15317 -0.31460  0.07
H 0.85676 0.46649 1.02123  0.08
H 1.19201 0.00003 -0.61267  0.07
H -1.08857 -0.66180 -0.83138  0.05
C -1.62449 2.42719 3.09885  -0.17
O -2.96954 2.55922 3.49597  -0.11
H -1.22735 1.52744 3.56140  0.07
H -1.45473 2.40827 2.01749  0.07
H -1.01205 3.26246 3.45830  0.08
H -3.31168 3.43256 3.29722  0.07
C 1.59354 -0.40171 3.80659  -0.13
O 2.74811 0.42470 4.13579  -0.15
H 0.79257 0.28984 3.54865  0.05
H 1.80668 -1.09138 2.99140  0.08
H 1.31176 -0.84624 4.76569  0.08
H 3.37911 -0.20463 4.50039  0.06
O 0.73439 -3.20163 -0.98497  -0.07
H 0.20193 -2.52883 -0.51883  -0.01
H 0.52690 -4.03508 -0.54852  0.04
O 2.41226 -0.17662 -3.85602  -0.08
H 2.17888 -1.06422 -3.56089  0.03
H 1.75801 0.41384 -3.42660  -0.02
O -0.92956 -0.78313 -3.05609  -0.04
H -0.70959 -1.67779 -3.34607  0.06
H -0.72249 -0.22381 -3.81435  0.05
O -1.97641 2.24411 -2.34022  -0.04
H -2.30583 3.06807 -2.72142  0.07
H -2.50318 1.54689 -2.75417  0.06
O 0.72236 1.79147 -2.85272  -0.08
H 1.10450 2.52862 -3.34458  0.07
H -0.15960 2.10869 -2.54969  0.01
O -2.27544 -1.51912 2.07123  -0.08
H -2.68060 -0.64763 2.13850  0.03
H -1.58431 -1.42539 1.37939  0.00

---

Density functional theory data (ωB97M-V/def2-TZVPD) for a cluster of 12 separate species, C5H32O12 in total at a distorted geometry.

As for the charge: 0. Its energy above the lowest of the compared OMol25 structures with the same formula, charge and spin is 0.0 kcal/mol. The calculation puts the maximum force at 1.99 eV/A. For the HOMO-LUMO gap, the calculation gives 9.49 eV.

Last column: Löwdin charge in e.
CARTESIAN COORDINATES (ANGSTROEM)
C -2.20487 -2.88042 -1.18155  -0.09
C -2.66644 -1.71569 -2.12638  -0.21
C -2.33888 -0.49420 -1.31657  -0.13
C -3.17261 0.04860 -0.43933  -0.09
C -2.79929 0.98835 0.66514  -0.24
O -1.37937 1.11689 0.74971  -0.13
H -2.53720 -3.78703 -1.68833  0.07
H -2.75077 -2.72587 -0.25033  0.07
H -1.17482 -2.85806 -0.90117  0.04
H -3.74156 -1.79467 -2.27809  0.10
H -2.11638 -1.86242 -3.05194  0.10
H -1.32806 -0.11746 -1.44446  0.11
H -4.20412 -0.29837 -0.41524  0.11
H -3.15618 0.82817 1.68373  0.12
H -3.13664 1.99349 0.37559  0.11
H -0.95240 0.24727 0.67287  0.05
O 0.27560 -2.64757 3.32359  -0.05
H 0.48378 -1.83139 3.78178  0.02
H -0.53667 -2.88693 3.78160  0.04
O -0.91085 0.42218 3.55686  -0.05
H -0.30755 0.91149 2.97567  0.02
H -1.15497 1.15257 4.14026  0.05
O 3.16968 2.29422 -0.67385  -0.04
H 2.26035 2.05592 -0.86270  0.03
H 3.24361 2.79402 0.13879  0.03
O 0.90476 1.98947 -3.05736  -0.06
H 0.25680 2.26183 -2.39834  0.00
H 0.93950 2.69191 -3.71382  0.04
O -1.68449 2.95659 -1.59796  -0.05
H -2.39347 3.36829 -2.10186  0.05
H -2.11399 2.20051 -1.17130  -0.01
O 1.18572 3.00647 1.72206  -0.05
H 1.05656 3.92594 1.45161  0.07
H 0.37712 2.61473 1.36201  0.03
O 3.85845 -0.29466 -0.98529  -0.07
H 4.14014 -0.51255 -1.87597  0.04
H 3.96741 0.66785 -0.85395  0.00
O 3.51838 1.70105 2.46323  -0.06
H 2.99903 2.49296 2.27444  -0.01
H 3.69226 1.24471 1.63599  0.01
O 1.81570 -3.90459 0.58386  -0.05
H 1.82247 -3.42518 1.42331  0.02
H 0.99364 -4.40352 0.66489  0.04
O 0.88987 -0.20445 0.40026  -0.03
H 1.74072 -0.43367 0.79178  0.05
H 1.08254 -0.28124 -0.54210  0.02
O 1.00691 -2.38403 -2.09090  -0.06
H 1.48966 -1.55379 -2.23531  0.02
H 1.59091 -2.67773 -1.36494  0.02

---

Density functional theory data (ωB97M-V/def2-TZVPD) for a cluster of 11 separate species, C5H33NO11S in total at a distorted geometry.

As for the charge: -1. The calculation puts the maximum force at 1.56 eV/A. Its expectation value of S² is 0.751. Its spin multiplicity is 2. For the HOMO-LUMO gap (spin up / spin down), the calculation gives 2.07 / 8.44 eV.

Last column: Löwdin charge in e.
CARTESIAN COORDINATES (ANGSTROEM)
C 1.01223 -1.01344 0.93758  -0.18
C 1.05742 -0.80896 2.46928  -0.27
O 0.95586 0.53508 2.87713  -0.12
C 0.10757 -0.02248 0.21268  -0.21
N 0.90001 1.11460 -0.28266  -0.09
C 0.44186 1.63629 -1.54828  -0.34
C 1.20864 1.00866 -2.74210  -0.52
S 0.16556 0.46559 -4.14947  0.67
H 0.81392 -2.08041 0.82295  0.09
H 2.04123 -1.02197 0.56457  0.10
H 0.22144 -1.27860 2.99397  0.11
H 1.94932 -1.36543 2.78783  0.11
H 1.82299 0.98066 2.89544  0.04
H -0.35058 -0.47266 -0.66176  0.09
H -0.72529 0.30526 0.83732  0.11
H 1.09603 1.79213 0.43741  0.05
H -0.64541 1.63428 -1.63379  0.07
H 0.60214 2.71817 -1.54831  0.07
H 1.80044 0.22293 -2.27966  0.05
H 1.86686 1.78121 -3.13228  0.05
H -0.88710 1.29532 -4.10937  -0.16
H -0.69797 -3.02902 -1.41661  0.00
H -0.87724 -4.48871 -0.98243  0.05
O -0.20911 -3.80982 -1.10602  -0.06
H -2.30016 -0.15936 2.94045  0.03
H -3.58387 -0.10496 2.16350  0.02
O -2.90292 -0.73974 2.46831  -0.09
H 4.18795 0.36983 -0.92139  0.03
H 2.98591 1.14533 -0.38603  -0.01
O 3.95056 1.06592 -0.30045  -0.09
H -3.72346 1.28873 0.68904  0.03
H -3.01672 2.16334 1.81673  0.01
O -3.76800 1.59487 1.60492  -0.09
H 2.24352 -2.22335 -1.37396  0.00
H 1.76200 -3.66680 -1.26240  0.01
O 2.51263 -3.12490 -1.57832  -0.08
H -1.11880 3.60554 3.25083  0.00
H -0.67389 3.83250 1.82555  -0.04
O -1.49282 3.83366 2.38533  -0.20
H -2.60067 -0.08978 -2.15068  -0.02
H -2.75322 1.39326 -2.02740  0.02
O -3.12540 0.57742 -1.67149  -0.08
H -2.31150 -2.11439 -1.87064  0.05
H -1.62548 -2.23505 -3.28014  0.06
O -1.67436 -1.69719 -2.48338  -0.11
H -2.47555 -1.95716 1.08241  0.03
H -0.99450 -2.13894 0.61538  -0.01
O -1.90450 -2.21601 0.32501  -0.08
H 2.87469 2.01039 1.73320  0.00
H 4.31086 1.80078 1.78484  0.03
O 3.54689 1.68738 2.37737  -0.13